# 1
{
  "formula": "C22H40AsMnNO6S3Sb",
  "method": "the ωB97M-V functional and the def2-TZVPD basis",
  "elements": ["Sb", "As", "Mn", "S", "S", "S", "O", "O", "O", "O", "O", "O", "N", "C", "C", "C", "C", "C", "C", "C", "C", "C", "C", "C", "C", "C", "C", "C", "C", "C", "C", "C", "C", "C", "C", "H", "H", "H", "H", "H", "H", "H", "H", "H", "H", "H", "H", "H", "H", "H", "H", "H", "H", "H", "H", "H", "H", "H", "H", "H", "H", "H", "H", "H", "H", "H", "H", "H", "H", "H", "H", "H", "H", "H", "H"],
  "coordinates": [[2.183, -1.973, -1.883], [1.401, 2.933, -1.160], [0.235, 0.441, 0.031], [1.988, 1.003, 1.819], [-1.759, 0.864, 1.635], [-2.033, 3.381, 3.252], [-0.012, 1.790, -1.139], [1.877, 2.649, -2.864], [2.454, 1.055, 3.158], [1.311, -0.323, 1.458], [0.995, 2.015, 1.376], [1.441, -0.388, -1.191], [-1.475, 3.379, 0.777], [-1.358, -0.562, -0.964], [4.598, 1.025, 1.148], [5.691, 1.426, 0.396], [-2.479, -2.647, -1.566], [-1.821, -2.310, 0.837], [1.819, -3.659, 0.675], [-1.419, 4.953, 2.569], [-1.444, -2.028, -0.614], [0.193, -1.613, -4.087], [4.204, 2.409, -1.233], [5.035, -1.108, -1.915], [3.920, -1.383, -2.925], [-1.518, 4.817, 1.051], [3.316, 1.333, 0.703], [0.869, -2.773, -3.348], [1.665, -3.682, -4.291], [5.489, 2.113, -0.789], [2.866, -3.290, -0.366], [-1.716, 2.557, 1.765], [3.473, -4.509, -1.066], [3.082, 2.037, -0.499], [3.593, -0.184, -3.821], [-0.109, -0.795, -3.437], [2.304, -4.219, 1.480], [-0.389, 5.070, 2.894], [5.912, -0.716, -2.437], [-0.483, -2.504, -0.808], [-1.116, -0.361, -1.997], [-0.693, -1.982, -4.610], [0.865, -1.191, -4.836], [4.074, 2.953, -2.159], [0.985, -4.128, -5.022], [-2.255, -0.028, -0.684], [4.214, -4.244, -1.825], [3.976, -5.138, -0.327], [0.144, -3.364, -2.789], [-1.158, 2.991, -0.110], [2.700, -5.121, -1.540], [1.044, -4.301, 0.252], [3.047, 0.601, -3.294], [1.352, -2.789, 1.124], [5.345, -2.010, -1.384], [3.002, -0.475, -4.689], [-2.820, -1.916, 1.049], [-2.018, 5.775, 2.950], [2.170, -4.501, -3.773], [4.738, -0.361, -1.173], [6.694, 1.208, 0.740], [1.156, 2.916, -3.446], [-2.450, 5.231, 0.669], [4.526, 0.250, -4.191], [-1.836, -3.384, 1.033], [6.340, 2.438, -1.375], [2.415, -3.117, -4.852], [-1.132, -1.860, 1.555], [-0.687, 5.310, 0.555], [4.729, 0.521, 2.097], [-3.475, -2.248, -1.356], [-2.253, -2.439, -2.616], [3.648, -2.685, 0.097], [4.169, -2.259, -3.529], [-2.517, -3.732, -1.431]],
  "mulliken_charge": [-0.218, 0.540, 0.010, 1.402, -0.388, -0.082, -0.878, -0.587, -0.698, -0.732, -0.411, 1.065, -0.037, -1.719, -0.677, -0.705, -1.673, -2.019, -1.445, -0.557, 3.266, -1.242, -0.296, -1.752, 0.433, -0.619, 0.661, 0.574, -1.387, -0.806, 0.678, 0.561, -1.555, -0.085, -1.502, 0.083, 0.473, 0.317, 0.544, -1.454, 0.146, 0.438, 0.401, 0.496, 0.477, 1.156, 0.379, 0.478, 0.468, 0.201, 0.310, 0.343, 0.277, 0.201, 0.328, 0.292, 0.410, 0.423, 0.267, 0.384, 0.424, 0.255, 0.383, 0.451, 0.464, 0.422, 0.303, 0.368, 0.275, 0.538, 0.443, 0.337, 0.285, 0.692, 0.400],
  "spin_multiplicity": 4,
  "e_tot_ev": -168434.4618,
  "fmax_ev_per_a": 1.60,
  "total_charge": 1,
  "s_squared": 4.181
}


# 2
{
  "formula": "C22H40Br2O4",
  "method": "the ωB97M-V functional and the def2-TZVPD basis",
  "elements": ["Br", "Br", "O", "O", "O", "O", "C", "C", "C", "C", "C", "C", "C", "C", "C", "C", "C", "C", "C", "C", "C", "C", "C", "C", "C", "C", "C", "C", "H", "H", "H", "H", "H", "H", "H", "H", "H", "H", "H", "H", "H", "H", "H", "H", "H", "H", "H", "H", "H", "H", "H", "H", "H", "H", "H", "H", "H", "H", "H", "H", "H", "H", "H", "H", "H", "H", "H", "H"],
  "coordinates": [[2.218, -0.277, 4.220], [0.244, 2.605, 3.584], [3.437, 0.195, 0.006], [0.829, 4.574, -4.265], [5.142, -4.263, -0.722], [-3.279, -4.965, -3.252], [-3.501, 2.010, 3.976], [3.744, -4.487, -0.613], [-2.888, -2.637, -3.811], [4.135, 1.926, -1.574], [3.359, -4.881, 0.793], [-0.510, -0.124, -0.906], [-0.154, -0.104, 0.425], [-4.736, 4.023, 3.849], [0.398, -2.363, -1.146], [0.878, 3.507, -3.267], [-0.454, 2.800, -3.342], [-4.474, 4.058, 2.475], [2.985, 1.184, -0.928], [0.419, -1.270, 0.984], [-3.715, 3.071, 1.866], [-3.507, -3.954, -4.249], [-3.263, 1.996, 2.625], [-0.135, -1.211, -1.697], [0.127, 1.422, 5.129], [0.691, -2.378, 0.228], [1.499, 0.957, 5.569], [-4.176, 3.038, 4.648], [1.424, 0.425, 6.512], [2.174, 1.805, 5.611], [3.675, -4.131, 1.520], [-4.921, 4.813, 1.840], [-3.421, -2.315, -2.916], [3.833, 2.423, -2.488], [0.704, -1.217, 2.028], [1.104, -3.287, 0.641], [-3.057, -1.886, -4.582], [-4.593, -3.889, -4.372], [2.280, 1.862, -0.433], [-3.104, 1.196, 4.579], [-1.833, -2.761, -3.594], [-0.394, -1.266, -2.748], [1.111, 3.960, -2.299], [-3.447, 3.102, 0.817], [-3.124, -4.294, -5.216], [-1.039, 0.717, -1.332], [5.335, -3.326, -0.652], [4.916, 1.181, -1.735], [2.290, -5.079, 0.901], [-0.382, 1.943, 5.939], [-1.224, 3.329, -2.786], [-3.079, -5.786, -3.706], [1.725, 2.891, -3.579], [2.593, -0.152, 0.327], [-0.518, 0.600, 4.830], [3.473, -5.277, -1.318], [1.572, 5.157, -4.075], [-4.362, 2.981, 5.709], [-2.794, 1.159, 2.125], [-0.317, 0.724, 1.101], [2.384, 0.628, -1.661], [4.491, 2.646, -0.835], [-5.464, 4.705, 4.274], [-0.697, 2.799, -4.405], [3.203, -3.593, -0.942], [-0.384, 1.773, -2.995], [3.832, -5.825, 1.075], [0.725, -3.186, -1.766]],
  "mulliken_charge": [-0.109, -0.118, -0.609, -0.563, -0.544, -0.520, -0.216, 0.103, -0.738, -1.222, -1.053, -0.901, 0.033, -0.338, -0.986, -0.038, -0.602, -0.466, 0.294, -0.709, -0.347, -0.370, -0.348, -0.284, -0.707, 0.267, -0.560, -0.612, 0.378, 0.379, 0.221, 0.354, 0.274, 0.325, 0.268, 0.272, 0.388, 0.246, 0.240, 0.349, 0.086, 0.508, 0.322, 0.415, 0.344, 0.480, 0.325, 0.344, 0.351, 0.417, 0.255, 0.307, 0.101, 0.253, 0.351, 0.224, 0.287, 0.403, 0.468, 0.473, 0.060, 0.309, 0.348, 0.375, 0.068, -0.150, 0.341, 0.505],
  "smiles": "c1ccccc1.c1ccccc1.BrCCBr.CCO.CCO.CCO.CCO",
  "e_tot_ev": -171736.0486,
  "fmax_ev_per_a": 1.68,
  "total_charge": 0
}


# 3
{
  "formula": "C22H40BrCl3IN5O4P",
  "method": "the ωB97M-V functional and the def2-TZVPD basis",
  "elements": ["I", "Br", "Cl", "Cl", "Cl", "P", "O", "O", "O", "O", "N", "N", "N", "N", "N", "C", "C", "C", "C", "C", "C", "C", "C", "C", "C", "C", "C", "C", "C", "C", "C", "C", "C", "C", "C", "C", "C", "H", "H", "H", "H", "H", "H", "H", "H", "H", "H", "H", "H", "H", "H", "H", "H", "H", "H", "H", "H", "H", "H", "H", "H", "H", "H", "H", "H", "H", "H", "H", "H", "H", "H", "H", "H", "H", "H", "H", "H"],
  "coordinates": [[2.284, 2.625, -1.299], [4.458, -1.751, 0.520], [3.859, -3.999, -2.912], [3.805, -5.415, -0.345], [-0.242, -1.863, -2.166], [2.200, -1.871, 0.682], [0.299, 0.595, -1.736], [-0.681, 3.522, -3.129], [-0.588, 5.058, -0.279], [1.914, -2.787, -0.613], [0.556, -1.187, 5.152], [0.091, 0.175, 0.996], [-2.590, 0.277, 1.996], [-3.107, -2.722, -1.427], [2.430, 0.676, 1.174], [0.482, 0.547, 3.499], [-2.639, -2.695, -0.049], [4.021, 0.093, -2.136], [-1.236, 2.294, -3.566], [-2.395, 0.229, 0.556], [-1.073, -0.439, 0.146], [1.503, -0.038, 0.336], [0.212, -0.332, 2.442], [2.515, -0.206, -2.102], [-3.453, 1.387, 2.439], [0.633, 0.091, 4.804], [0.191, -1.674, 2.829], [1.567, 0.506, -1.119], [-2.233, 1.656, -2.578], [-0.275, 4.112, 0.718], [-0.752, 2.720, 0.248], [-1.956, 0.173, -2.292], [-0.219, 1.667, 1.216], [-0.767, -0.238, -1.414], [0.354, -2.039, 4.159], [-1.360, -1.939, 0.411], [4.822, -4.741, -1.634], [0.825, 0.790, 5.600], [-2.394, 2.277, -1.705], [-4.063, 1.059, 3.271], [-3.220, -0.307, 0.089], [-1.742, 2.457, -4.520], [-0.495, -2.584, 0.323], [0.673, 2.112, 1.630], [-3.192, 1.660, -3.095], [-2.845, 2.226, 2.765], [2.205, -3.696, -0.419], [-3.343, -3.653, -1.730], [-3.476, -2.396, 0.586], [0.323, -3.088, 4.409], [-3.928, -2.154, -1.568], [4.534, -0.834, -2.385], [-1.580, -1.965, 1.476], [4.282, 0.791, -2.922], [-2.452, -3.722, 0.255], [-1.830, 2.831, 0.356], [-2.869, -0.303, -1.969], [-2.983, -0.590, 2.329], [0.793, 4.102, 0.930], [-0.785, 4.378, 1.645], [-4.122, 1.705, 1.640], [-1.395, 4.071, -2.797], [3.296, 0.871, 0.688], [-0.933, 1.673, 2.024], [-1.776, -0.247, -3.275], [0.082, -2.459, 2.119], [5.408, -5.547, -2.056], [2.667, 0.165, 2.023], [0.224, 5.467, -0.579], [0.584, 1.607, 3.387], [4.464, 0.433, -1.209], [-2.521, 1.220, 0.140], [-0.575, 2.687, -0.817], [2.135, 0.141, -3.060], [2.355, -1.277, -2.128], [5.462, -3.983, -1.198], [-0.420, 1.617, -3.779]],
  "mulliken_charge": [0.145, -0.269, -0.113, -0.142, -0.268, 0.606, 1.284, -0.510, -0.526, -0.200, -0.605, 1.476, 0.134, -0.401, -0.154, -1.148, -1.826, -1.972, -1.055, -3.644, 2.641, 0.800, 2.019, 0.173, -0.962, -0.505, -0.934, -2.742, -0.413, -1.377, -0.468, -1.398, -1.853, 1.100, -0.825, -1.895, -0.179, 0.472, 0.361, 0.407, 1.298, 0.407, 0.730, 1.590, 0.506, 0.250, 0.000, 0.255, 0.315, 0.467, 0.227, 0.368, 0.075, 0.510, 0.655, 0.615, 0.040, 0.362, 0.579, 0.342, 0.324, 0.373, 0.365, 1.152, 0.855, 0.316, 0.358, 0.459, 0.348, 0.493, 0.401, 0.174, -0.646, 0.539, 0.257, 0.146, 0.262],
  "fmax_ev_per_a": 1.66,
  "total_charge": 1,
  "de_lowest_kcal_mol": 0.00
}